1.
Below is 2 unconnected molecules or ions with the total composition C3H11N2O, with properties calculated with ωB97M-V/def2-TZVPD.

Its multiplicity is 1. The value obtained for the largest force on an atom is 0.04140 hartree/bohr. The orbital gap is 11.8 eV. The highest occupied orbital energy is -15.065 eV. Its total charge is +1. The energy above the lowest of the compared OMol25 structures with the same formula, charge and spin comes out at 17.8 kcal/mol. Its electronic energy is -305.4243 a.u.

Positions of all 17 atoms, in Å:
C (-1.13, -0.02, -1.55)
C (0.35, 0.34, -1.58)
N (0.90, 0.93, -0.33)
C (0.99, 0.22, 0.76)
N (1.27, 0.78, 1.93)
H (-1.58, 0.29, -0.61)
H (-1.69, 0.49, -2.32)
H (-1.24, -1.09, -1.65)
H (0.97, -0.53, -1.82)
H (0.63, 1.01, -2.39)
H (0.73, 1.92, -0.32)
H (1.17, -0.84, 0.67)
H (1.10, 1.77, 2.07)
H (1.34, 0.18, 2.73)
H (-1.92, -1.38, 1.35)
H (-0.91, -2.48, 1.68)
O (-0.97, -1.57, 1.37)



2.
Below is a molecular structure, C16H32O32S8, with properties calculated with ωB97M-V/def2-TZVPD.

Its multiplicity is 1. The value obtained for the largest force on an atom is 0.12012 hartree/bohr. The orbital gap is 9.9 eV. The highest occupied orbital energy is -10.398 eV. The energy above the lowest of the compared OMol25 structures with the same formula, charge and spin comes out at 97.7 kcal/mol. Its electronic energy is -6221.7232 a.u.

Positions of all 88 atoms, in Å:
C (-1.85, -4.14, -4.56)
C (-0.82, -4.06, -5.65)
O (0.21, -3.22, -5.06)
S (-0.61, -1.93, -4.35)
O (-0.99, -0.98, -5.32)
O (0.13, -1.74, -3.15)
O (-1.95, -2.79, -4.02)
H (-1.51, -4.83, -3.77)
H (-2.83, -4.46, -4.93)
H (-1.27, -3.61, -6.53)
H (-0.37, -5.02, -5.85)
C (-3.09, -4.68, 0.23)
C (-2.24, -3.68, -0.53)
O (-2.71, -2.34, -0.18)
S (-4.04, -2.48, 0.74)
O (-5.03, -1.74, 0.09)
O (-3.53, -2.44, 2.06)
O (-4.40, -4.04, 0.39)
H (-2.71, -4.99, 1.21)
H (-3.13, -5.64, -0.26)
H (-2.28, -3.86, -1.61)
H (-1.17, -3.73, -0.28)
C (2.31, -3.92, 0.96)
C (3.76, -4.48, 0.99)
O (4.71, -3.52, 1.66)
S (3.66, -2.60, 2.60)
O (4.17, -1.30, 2.62)
O (3.15, -3.41, 3.65)
O (2.47, -2.58, 1.46)
H (1.51, -4.52, 1.42)
H (2.18, -3.68, -0.09)
H (4.20, -4.73, 0.02)
H (3.69, -5.36, 1.66)
C (-1.26, 2.46, -4.95)
C (0.21, 2.28, -5.20)
O (0.93, 3.05, -4.20)
S (-0.03, 3.04, -2.88)
O (0.23, 4.26, -2.26)
O (0.02, 1.72, -2.37)
O (-1.43, 3.20, -3.66)
H (-1.79, 1.49, -5.07)
H (-1.76, 3.19, -5.58)
H (0.55, 2.57, -6.20)
H (0.45, 1.23, -5.03)
C (-0.35, -0.27, 0.31)
C (0.83, 0.54, 0.92)
O (0.45, 0.94, 2.30)
S (-1.13, 1.30, 2.09)
O (-1.14, 2.41, 1.17)
O (-1.69, 1.01, 3.33)
O (-1.54, 0.00, 1.17)
H (-0.29, -1.36, 0.22)
H (-0.44, 0.09, -0.72)
H (1.10, 1.39, 0.29)
H (1.63, -0.15, 1.15)
C (4.15, 2.55, -0.05)
C (4.42, 2.57, 1.44)
O (3.90, 3.85, 1.98)
S (3.01, 4.60, 0.82)
O (3.87, 5.51, 0.18)
O (1.75, 4.89, 1.39)
O (2.89, 3.26, -0.17)
H (3.98, 1.51, -0.43)
H (4.90, 3.11, -0.64)
H (5.49, 2.64, 1.63)
H (4.07, 1.71, 2.02)
C (-0.68, -1.96, 3.66)
C (0.22, -1.45, 4.80)
O (0.56, -2.67, 5.57)
S (-0.68, -3.74, 5.49)
O (-1.69, -3.19, 6.27)
O (-0.14, -5.03, 5.47)
O (-0.99, -3.41, 3.91)
H (-0.29, -1.81, 2.66)
H (-1.63, -1.42, 3.67)
H (-0.33, -0.72, 5.43)
H (1.16, -1.10, 4.42)
C (-1.15, 6.98, 0.16)
C (-1.83, 5.60, 0.38)
O (-3.10, 5.86, 1.05)
S (-2.77, 7.14, 2.15)
O (-1.95, 6.58, 3.15)
O (-3.91, 7.94, 2.18)
O (-1.67, 8.00, 1.13)
H (-1.31, 7.35, -0.86)
H (-0.10, 6.80, 0.38)
H (-1.09, 4.94, 0.88)
H (-2.23, 5.23, -0.56)



3.
Below is a molecular structure, C16H24N4O5S3SiTl, with properties calculated with ωB97M-V/def2-TZVPD.

Its multiplicity is 1. The value obtained for the largest force on an atom is 0.01720 hartree/bohr. The orbital gap is 7.4 eV. The highest occupied orbital energy is -5.032 eV. Its total charge is -1. The energy above the lowest of the compared OMol25 structures with the same formula, charge and spin comes out at 36.6 kcal/mol. Its electronic energy is -2875.8671 a.u.

Positions of all 54 atoms, in Å:
Tl (-0.09, 0.17, 0.98)
C (3.94, 1.72, -0.15)
C (2.55, 1.38, -0.59)
N (2.15, 0.23, -0.97)
O (3.11, -0.80, -0.84)
C (1.54, 2.43, -0.55)
C (1.83, 3.83, -0.99)
N (0.34, 2.13, -0.13)
O (-0.62, 2.96, -0.20)
H (4.69, 1.07, -0.62)
H (4.00, 1.60, 0.93)
H (4.18, 2.75, -0.39)
H (3.60, -0.64, -0.02)
H (2.62, 3.85, -1.75)
H (2.15, 4.46, -0.15)
H (0.92, 4.27, -1.40)
C (-2.50, 2.33, 2.56)
Si (-3.25, 0.75, 1.93)
C (-3.50, -0.47, 3.32)
C (-4.99, 1.18, 1.35)
N (-2.21, 0.09, 0.67)
C (-2.53, -0.36, -0.60)
C (-1.58, -0.46, -1.64)
C (-1.90, -0.93, -2.90)
C (-3.19, -1.33, -3.21)
C (-4.15, -1.25, -2.21)
C (-3.83, -0.78, -0.94)
H (-3.27, 2.97, 2.99)
H (-2.00, 2.86, 1.75)
H (-1.75, 2.13, 3.34)
H (-3.90, 0.05, 4.20)
H (-2.57, -0.95, 3.62)
H (-4.21, -1.25, 3.03)
H (-5.45, 1.74, 2.17)
H (-5.61, 0.31, 1.17)
H (-5.00, 1.81, 0.46)
H (-0.56, -0.12, -1.48)
H (-1.12, -0.98, -3.65)
H (-3.44, -1.70, -4.19)
H (-5.17, -1.55, -2.41)
H (-4.60, -0.76, -0.19)
O (0.29, 1.10, 3.37)
S (0.75, -0.28, 3.67)
O (-0.29, -1.24, 3.29)
O (1.33, -0.46, 4.98)
S (2.15, -0.54, 2.16)
S (0.55, -4.71, 0.05)
C (-1.09, -4.42, 0.48)
C (-1.28, -3.09, 0.66)
N (-0.17, -2.32, 0.47)
C (0.87, -3.03, 0.15)
H (-1.80, -5.22, 0.57)
H (-2.21, -2.61, 0.95)
H (1.84, -2.61, -0.04)



4.
Below is a molecular structure, C6H12O, with properties calculated with ωB97M-V/def2-TZVPD.

Its multiplicity is 1. The value obtained for the largest force on an atom is 0.05664 hartree/bohr. The orbital gap is 9.1 eV. The highest occupied orbital energy is -8.148 eV. The energy above the lowest of the compared OMol25 structures with the same formula, charge and spin comes out at 132.0 kcal/mol. Its electronic energy is -310.8490 a.u.

Positions of all 19 atoms, in Å:
C (-2.17, -0.36, -0.53)
O (-1.13, 0.63, -0.17)
C (0.27, -1.24, 0.65)
C (1.36, -0.86, -0.31)
C (1.96, -0.12, 0.93)
C (0.66, -0.43, 1.63)
C (-0.52, 1.95, -0.94)
H (-2.39, -0.87, 0.44)
H (-1.82, -1.16, -1.23)
H (-3.16, 0.02, -0.84)
H (-0.25, -2.17, 0.71)
H (1.90, -1.72, -0.71)
H (1.07, -0.24, -1.17)
H (2.31, 0.90, 0.82)
H (2.70, -0.71, 1.49)
H (0.44, -0.46, 2.68)
H (0.41, 2.61, -0.68)
H (-0.28, 1.61, -1.94)
H (-1.37, 2.61, -0.83)